Record 1
Entry from OMol25: 5 unconnected molecules or ions with the total composition C37H80N2O5P in a non-equilibrium geometry (ωB97M-V with the def2-TZVPD basis set).

For the lowest unoccupied orbital energy, the calculation gives -1.92 eV. As for the HOMO energy: -0.2630 hartree. The value obtained for the energy above the lowest of the compared OMol25 structures with the same formula, charge and spin is 33.75 kcal/mol.

Structure (ORCA input):
```
! RIJCOSX wB97M-V def2-TZVPD def2/J DEFGRID3
* xyz 1 1
C 5.11863 3.19300 -3.16321
C 4.42914 3.96115 -2.01538
C 4.55692 3.25455 -0.65867
C 4.28033 1.75457 -0.60046
N 4.41727 1.16511 0.78787
C 4.08775 -0.36360 0.69027
C 4.85549 -1.02068 1.84351
C 5.82753 0.00933 2.42926
C 5.82710 1.08052 1.35470
C 3.41825 1.86449 1.73381
H 4.96375 3.75944 -4.08454
H 4.66546 2.21343 -3.33037
H 6.19846 3.09366 -3.05822
H 3.37412 4.13115 -2.23573
H 4.88472 4.95071 -2.00767
H 3.95363 3.84112 0.03524
H 5.57088 3.38615 -0.26672
H 4.95827 1.15912 -1.21623
H 3.30354 1.41767 -0.95915
H 2.99826 -0.40592 0.70454
H 4.43957 -0.72381 -0.27464
H 4.16387 -1.31807 2.63366
H 5.32717 -1.95717 1.55046
H 5.47283 0.42235 3.37473
H 6.80809 -0.38194 2.69201
H 6.11744 2.08708 1.65369
H 6.52017 0.79397 0.56208
H 3.51030 1.34398 2.68570
H 2.43554 1.62274 1.33487
H 3.64187 2.91910 1.83498
C 3.46374 -3.09063 -2.92387
C 3.11465 -2.30204 -4.17884
C 1.95878 -1.29538 -3.89829
C 1.49720 -0.53092 -5.15026
N 0.80499 0.76848 -4.82017
C 0.53371 1.50695 -6.09351
C 0.45161 2.99389 -5.73985
C 1.07352 3.16094 -4.34770
C 1.65451 1.78347 -4.05158
C -0.48403 0.46730 -4.12820
H 4.38527 -3.65572 -3.09434
H 2.75297 -3.91060 -2.81190
H 3.63445 -2.51492 -2.01683
H 2.85128 -2.97558 -4.99898
H 3.95394 -1.74811 -4.60889
H 2.45590 -0.60583 -3.21645
H 1.13377 -1.86791 -3.48192
H 0.77430 -1.16360 -5.66262
H 2.35175 -0.29556 -5.78271
H -0.35187 1.20961 -6.65163
H 1.39878 1.37972 -6.74206
H -0.54006 3.43298 -5.66453
H 1.10393 3.42907 -6.49392
H 0.42040 3.44461 -3.52383
H 1.89698 3.87249 -4.38860
H 1.79877 1.48817 -3.01371
H 2.64829 1.73811 -4.50640
H -1.20617 -0.01137 -4.79493
H -1.03280 1.35461 -3.82229
H -0.25938 -0.26254 -3.35726
C -2.99853 -6.98246 2.64768
C -2.80909 -6.19830 1.36839
C -3.42656 -4.76015 1.43567
C -2.53769 -3.77047 2.20858
P -3.27752 -2.14860 2.28981
C -3.27216 -1.45270 0.58567
C -3.51506 0.05603 0.58162
C -3.88624 0.51426 -0.83303
C -3.91577 2.05117 -0.88234
C -2.36388 -0.88897 3.35164
C -0.86304 -1.13177 3.24258
C -0.05320 -0.09325 3.98801
C 1.39401 -0.26404 3.69058
C -5.01671 -2.25903 2.82244
C -5.77192 -0.97953 3.21401
C -6.74004 -1.19041 4.37000
C -7.39259 0.14445 4.74218
H -4.00697 -7.29200 2.94242
H -2.54706 -6.36723 3.42603
H -2.66332 -8.01600 2.52148
H -3.13922 -6.83174 0.53815
H -1.74848 -6.21246 1.09824
H -4.41537 -4.82568 1.90089
H -3.78581 -4.40148 0.46748
H -1.58876 -3.71542 1.67332
H -2.38790 -4.16538 3.21510
H -4.01237 -2.12683 0.14621
H -2.30332 -1.62409 0.11188
H -2.58953 0.53421 0.90711
H -4.29639 0.38325 1.27381
H -4.78285 -0.00008 -1.18710
H -3.06390 0.04518 -1.38434
H -4.77311 2.57746 -0.46739
H -3.76099 2.39825 -1.90360
H -3.06932 2.41003 -0.29534
H -2.73164 -1.06487 4.36826
H -2.70132 0.11594 3.10463
H -0.60989 -1.05269 2.17576
H -0.55249 -2.15755 3.45952
H -0.23351 -0.27269 5.05409
H -0.40217 0.91402 3.75601
H 1.55358 -0.25147 2.60903
H 1.81383 -1.16157 4.14788
H 1.92787 0.60075 4.09657
H -4.96988 -2.90446 3.70536
H -5.53106 -2.79114 2.01993
H -6.37088 -0.60268 2.37797
H -5.07948 -0.13393 3.25885
H -6.26554 -1.64198 5.24909
H -7.43620 -2.00402 4.14662
H -6.62367 0.88678 4.95805
H -8.18743 0.05466 5.47783
H -7.85688 0.59964 3.86101
C -1.04255 4.15266 1.96302
C -1.50147 4.92335 0.74682
O -2.71262 4.83694 0.39095
O -0.69644 5.69435 0.15489
H -1.09499 4.68364 2.91471
H 0.03163 3.95795 1.87285
H -1.54325 3.18434 2.01206
O -0.69749 1.34764 -1.19345
C 0.26110 0.77696 -0.35134
O 0.15045 1.16420 0.85265
O 1.10241 -0.04738 -0.76436
H -0.98490 1.72354 -0.29743
*
```

=====

Record 2
Entry from OMol25: 2 unconnected molecules or ions with the total composition C5H11NO3 in a non-equilibrium geometry (ωB97M-V with the def2-TZVPD basis set).

For the lowest unoccupied orbital energy (spin up / spin down), the calculation gives -0.77 / 1.05 eV. As for the HOMO energy (spin up / spin down): -0.2847 / -0.3887 hartree. The value obtained for the energy above the lowest of the compared OMol25 structures with the same formula, charge and spin is 164.86 kcal/mol.

Structure (ORCA input):
```
! RIJCOSX wB97M-V def2-TZVPD def2/J DEFGRID3
* xyz 0 1
N 4.27193 -0.19786 3.54484
O 5.08522 0.34714 4.06204
C -1.42271 1.94354 -1.05119
C -0.26423 0.98593 -0.81556
C -0.65953 -0.30128 -0.07112
C -1.69106 -1.13130 -0.82904
C 0.57780 -1.14501 0.23176
O 1.51000 -0.46574 1.05152
O 2.56740 -1.26874 1.33284
H -1.09057 2.88346 -1.49910
H -2.17065 1.51106 -1.71846
H -1.92777 2.18596 -0.11420
H 0.20290 0.71620 -1.77012
H 0.52926 1.48718 -0.24565
H -1.08947 -0.00016 0.89963
H -1.31581 -1.39819 -1.81677
H -1.90338 -2.06173 -0.30132
H -2.63194 -0.59642 -0.95821
H 0.31665 -2.07167 0.75599
H 1.10598 -1.42235 -0.68788
*
```

=====

Record 3
Entry from OMol25: a molecular structure, C24H37HgO2Si in a non-equilibrium geometry (ωB97M-V with the def2-TZVPD basis set).

For the lowest unoccupied orbital energy, the calculation gives 2.10 eV. As for the HOMO energy: -0.0774 hartree. The value obtained for the energy above the lowest of the compared OMol25 structures with the same formula, charge and spin is 0.00 kcal/mol.

Structure (ORCA input):
```
! RIJCOSX wB97M-V def2-TZVPD def2/J DEFGRID3
* xyz -1 1
O -4.93537 0.05594 -1.82578
C -5.18049 0.50888 -3.17812
C -6.40853 1.33197 -2.78683
H -5.40029 -0.33874 -3.84061
H -4.31453 1.07304 -3.53660
C -6.06101 0.85211 -1.35467
H -7.35412 0.94454 -3.17219
H -6.30964 2.41209 -2.92801
C -7.12848 -0.00508 -0.69382
H -7.48762 -0.79574 -1.35759
H -7.98393 0.62939 -0.42847
H -6.75151 -0.44699 0.23801
C -5.57633 1.93992 -0.41665
H -4.95146 2.66263 -0.94870
H -4.98903 1.50244 0.40129
H -6.43513 2.46321 0.02070
Hg -4.02477 -2.04257 -1.09283
C 3.31417 1.04863 1.69745
C 3.17246 0.48611 0.39062
C 2.67958 1.50745 -0.47311
H 3.38137 -0.54972 0.13012
C 2.51427 2.69122 0.30231
C 2.88967 2.40320 1.64241
H 2.84433 3.09775 2.48014
H 3.69775 0.53192 2.57868
H 2.46832 1.37548 -1.52708
H 2.16144 3.64637 -0.07213
C 1.27940 -2.73391 2.59351
C 0.94270 -1.29353 2.98344
C -0.18051 -0.87793 2.33010
H 1.58045 -0.70884 3.64444
C -0.70292 -1.98098 1.52135
C 0.13147 -3.05796 1.63577
H 0.05257 -4.01342 1.11896
H 1.36556 -3.38393 3.47999
H -0.64666 0.10956 2.37669
H -1.62816 -1.91833 0.94867
O 0.19397 2.81330 -1.28330
C -0.94520 2.87376 -0.40042
C -2.23896 2.63829 -1.21114
H -0.93861 3.85447 0.10787
H -0.82711 2.09502 0.38082
C -1.75706 2.17751 -2.60538
H -2.81207 3.57621 -1.27923
H -2.85989 1.86969 -0.73448
C -0.22266 2.36305 -2.58902
H -2.20492 2.77947 -3.40586
H -2.00628 1.11869 -2.75604
H 0.09732 3.11049 -3.33488
H 0.30993 1.42254 -2.81289
C 6.15335 -4.43048 1.91752
Si 5.51306 -2.80107 1.23570
C 6.15935 -1.36814 2.28002
C 6.02024 -2.56592 -0.55439
C 3.67729 -2.79305 1.41660
C 2.53539 -2.71874 1.86860
H 7.24466 -4.42429 2.04658
H 5.90326 -5.26158 1.24275
H 5.70655 -4.66118 2.89573
H 7.19538 -1.55604 2.60235
H 6.14551 -0.41705 1.72807
H 5.54468 -1.23761 3.18402
H 5.25212 -2.97449 -1.22425
H 6.17547 -1.51378 -0.83140
H 6.96023 -3.09526 -0.76542
*
```

=====

Record 4
Entry from OMol25: C4H2F4 in the gas phase in a non-equilibrium geometry (ωB97M-V with the def2-TZVPD basis set).

For the lowest unoccupied orbital energy, the calculation gives 0.75 eV. Its structure (SMILES) is C#C[C@@H](F)C(F)(F)F. As for the HOMO energy: -0.4019 hartree. The value obtained for the energy above the lowest of the compared OMol25 structures with the same formula, charge and spin is 24.85 kcal/mol.

Structure (ORCA input):
```
! RIJCOSX wB97M-V def2-TZVPD def2/J DEFGRID3
* xyz 0 1
C -2.38118 -0.36993 0.72173
C -1.40341 0.02759 0.17151
C 0.23465 0.68117 -0.49930
F 0.41780 1.88043 0.07086
C 1.30470 -0.31542 -0.09117
F 1.42373 -1.27938 -1.01958
F 2.50267 0.27918 0.01135
F 1.07361 -0.92086 1.07610
H -3.26779 -0.75194 1.13341
H 0.09522 0.76915 -1.57490
*
```

=====

Record 5
Entry from OMol25: 5 unconnected molecules or ions with the total composition C16H30F9IO7 (ωB97M-V with the def2-TZVPD basis set).

For the lowest unoccupied orbital energy, the calculation gives -0.06 eV. Its structure (SMILES) is COCC(=O)O[C@H](I)C(F)(F)C(F)(F)C(F)(F)C(F)(F)F.CCO.CCO.CCO.CCO. As for the HOMO energy: -0.3660 hartree.

Structure (ORCA input):
```
! RIJCOSX wB97M-V def2-TZVPD def2/J DEFGRID3
* xyz 0 1
C 4.04991 -3.51187 -1.43949
O 4.38278 -2.22548 -1.97070
C 3.90140 -1.99072 -3.25650
C 2.53546 -1.33647 -3.26791
O 2.14033 -0.62581 -4.14014
O 1.78248 -1.65269 -2.16194
C 1.03428 -0.61864 -1.59541
I 1.75951 -0.16736 0.37763
C -0.48770 -0.91439 -1.61453
F -1.02376 -1.11802 -0.38914
F -1.08521 0.20833 -2.11707
C -0.98495 -2.06824 -2.54461
F -2.33568 -2.01544 -2.47597
F -0.61859 -1.78101 -3.80663
C -0.59060 -3.57399 -2.27555
F 0.49136 -3.91040 -3.00224
F -1.62473 -4.32617 -2.72200
C -0.35981 -4.03177 -0.81235
F -1.46406 -3.85843 -0.10004
F 0.64728 -3.38636 -0.23725
F -0.06822 -5.32878 -0.82673
H 4.01054 -3.39687 -0.36075
H 4.81403 -4.24125 -1.71461
H 3.07464 -3.83829 -1.81005
H 3.85499 -2.89770 -3.87325
H 4.56069 -1.29229 -3.77474
H 1.19214 0.30760 -2.14386
C -1.48925 4.49587 -1.30047
C -0.44571 3.47843 -0.88448
O 0.87668 4.01497 -0.90381
H -1.27330 4.87230 -2.30142
H -2.48664 4.06042 -1.29638
H -1.49442 5.34763 -0.61866
H -0.43805 2.63420 -1.57206
H -0.66958 3.09610 0.11842
H 0.89959 4.75856 -0.29431
C -6.38448 3.99791 0.44403
C -4.87565 3.96729 0.59724
O -4.27565 5.20486 0.21844
H -6.65666 4.22905 -0.58639
H -6.82624 3.03870 0.71725
H -6.81980 4.76908 1.08360
H -4.44271 3.20722 -0.05321
H -4.60536 3.72802 1.63092
H -4.63347 5.89041 0.79062
C 7.47875 -2.69143 2.50740
C 6.73836 -2.87500 1.19641
O 5.65209 -3.79266 1.31657
H 7.85615 -3.64867 2.86787
H 8.31847 -2.00548 2.38952
H 6.81277 -2.28753 3.27369
H 7.39913 -3.29193 0.43794
H 6.36687 -1.91287 0.82797
H 5.04437 -3.44315 1.97614
C -4.63991 0.77265 4.71637
C -3.86103 2.02056 4.34597
O -4.67741 3.18924 4.36447
H -5.48012 0.63421 4.03551
H -4.00473 -0.11295 4.67307
H -5.04315 0.85500 5.72846
H -3.47308 1.94177 3.33112
H -3.01069 2.15428 5.02294
H -5.02461 3.29556 5.25513
*
```

=====

Record 6
Entry from OMol25: a molecular structure, CH3Br3NO2PS in a non-equilibrium geometry (ωB97M-V with the def2-TZVPD basis set).

For the lowest unoccupied orbital energy, the calculation gives -1.15 eV. As for the HOMO energy: -0.3836 hartree. The value obtained for the energy above the lowest of the compared OMol25 structures with the same formula, charge and spin is 8.99 kcal/mol.

Structure (ORCA input):
```
! RIJCOSX wB97M-V def2-TZVPD def2/J DEFGRID3
* xyz 0 1
C 0.32199 0.43334 -1.86206
N -2.43755 -0.15847 -1.56197
O -0.27976 1.18809 1.09189
O -0.63018 -1.07347 0.15232
P 0.24737 0.02642 1.85305
S -1.14753 -0.21665 -0.97104
Br 1.16814 0.83251 3.65352
Br 2.04538 -1.07565 1.11635
Br -0.93555 -1.59775 2.85869
H 0.20045 0.41538 -3.06666
H 0.37990 1.55479 -1.61811
H 1.06735 -0.32853 -1.64598
*
```

=====

Record 7
Entry from OMol25: a molecular structure, C2H4BrClO2S in a non-equilibrium geometry (ωB97M-V with the def2-TZVPD basis set).

For the lowest unoccupied orbital energy, the calculation gives -2.29 eV. As for the HOMO energy: -0.3855 hartree. The value obtained for the energy above the lowest of the compared OMol25 structures with the same formula, charge and spin is 36.15 kcal/mol.

Structure (ORCA input):
```
! RIJCOSX wB97M-V def2-TZVPD def2/J DEFGRID3
* xyz 0 1
C 0.31218 0.36814 -1.36423
C -0.01868 -0.13527 1.49113
O -1.82362 -0.69715 -0.51865
O 0.09603 -2.12543 -0.09304
S -0.43588 -0.78667 -0.20734
Cl -1.28268 -0.09799 2.63470
Br 0.84459 2.27272 1.27766
H 1.39783 0.14443 -1.45394
H -0.09085 0.25245 -2.27585
H 0.02713 1.39934 -1.04172
H 0.97395 -0.59457 1.55128
*
```

=====

Record 8
Entry from OMol25: C3H11ClN2Si in the gas phase in a non-equilibrium geometry (ωB97M-V with the def2-TZVPD basis set).

For the lowest unoccupied orbital energy, the calculation gives 0.84 eV. Its structure (SMILES) is CN[Si@@H](Cl)N(C)C. As for the HOMO energy: -0.3100 hartree. The value obtained for the energy above the lowest of the compared OMol25 structures with the same formula, charge and spin is 37.25 kcal/mol.

Structure (ORCA input):
```
! RIJCOSX wB97M-V def2-TZVPD def2/J DEFGRID3
* xyz 0 1
C -1.73445 -2.36153 -0.40976
N -0.98686 -1.27995 0.16292
Si -0.83061 0.39381 -0.36084
Cl -2.17735 1.60954 0.64463
N 0.69810 1.04360 0.05721
C 1.71064 1.43055 -0.94429
C 1.09036 1.03810 1.35354
H -2.32976 -2.19796 -1.31752
H -1.12365 -3.16345 -0.55780
H -2.43781 -2.72367 0.43009
H -0.35809 -1.49807 0.91693
H -0.95066 0.15152 -1.77657
H 1.32475 1.26036 -1.99577
H 1.81803 2.50518 -0.54626
H 2.58759 0.85578 -0.91913
H 1.67810 1.91441 1.55094
H 0.23603 0.92788 2.04088
H 1.78565 0.09392 1.67081
*
```

=====

Record 9
Entry from OMol25: 2 unconnected molecules or ions with the total composition C3H7O2S in a non-equilibrium geometry (ωB97M-V with the def2-TZVPD basis set).

For the lowest unoccupied orbital energy, the calculation gives 3.51 eV. As for the HOMO energy: -0.1491 hartree. The value obtained for the energy above the lowest of the compared OMol25 structures with the same formula, charge and spin is 18.62 kcal/mol.

Structure (ORCA input):
```
! RIJCOSX wB97M-V def2-TZVPD def2/J DEFGRID3
* xyz -1 1
C -1.87386 0.33383 0.57515
S -1.09314 -1.31915 0.62482
C -0.42236 -1.34101 -1.10446
H -1.52083 0.99097 1.36442
H -1.68364 0.78083 -0.39054
H -2.92836 0.10054 0.73718
H -1.10611 -0.83946 -1.78757
H -0.39634 -2.38090 -1.42571
H 0.50297 -0.77350 -1.03061
O 1.90487 0.47028 0.56554
C 1.88002 1.36787 -0.29979
O 0.91774 1.77901 -0.98224
H 2.84802 1.89571 -0.48708
*
```